one) {"formula": "C4H3N3O", "method": "ωB97M-V with the def2-TZVPD basis set", "species": ["C", "C", "C", "C", "H", "H", "H", "N", "N", "N", "O"], "coordinates": [[1.24013, -0.42478, -0.28843], [0.88148, 0.93547, 0.20663], [-0.37379, 1.29569, -0.04004], [-1.01186, -1.42130, 0.20717], [1.72987, 1.38700, 0.59477], [-0.63132, 2.22352, 0.35846], [-1.59091, -1.95510, 0.93889], [-1.45742, 0.61585, -0.69351], [-1.59321, -0.62398, -0.60939], [0.36781, -1.56266, -0.07097], [2.43921, -0.46971, -0.60356]], "mulliken_charge": [0.507, -0.181, -0.328, 0.113, 0.419, 0.409, 0.352, -0.236, -0.112, -0.403, -0.540], "lumo_ev": -1.576, "homo_lumo_gap_ev": 8.15, "total_charge": 0, "multiplicity": 1, "smiles": "O=c1ccnncn1"}

---

two) {"formula": "C4H3N3O", "method": "ωB97M-V with the def2-TZVPD basis set", "species": ["C", "C", "C", "C", "H", "H", "H", "N", "N", "N", "O"], "coordinates": [[0.18064, -1.04174, -0.13118], [-1.04088, -0.57438, -0.70069], [-1.35421, 0.65781, -0.59701], [0.30381, -0.45394, 1.25770], [-1.73660, -1.26244, -1.39940], [-2.23488, 1.15922, -1.11953], [0.19906, -1.23279, 2.00805], [-0.13430, 1.50604, -0.62387], [0.86416, 1.47946, 0.06399], [0.62052, 0.79826, 1.35300], [0.72294, -2.08459, -0.50172]], "mulliken_charge": [0.244, 0.058, -0.240, 0.038, 0.253, 0.320, 0.392, -0.040, -0.197, -0.298, -0.531], "lumo_ev": -1.054, "homo_lumo_gap_ev": 8.54, "total_charge": 0, "multiplicity": 1, "smiles": "O=c1ccnnnc1"}

---

Most favorable first, least favorable last: one), two)

---

one) {"formula": "C4H3N3O", "method": "ωB97M-V with the def2-TZVPD basis set", "species": ["C", "C", "C", "C", "H", "H", "H", "N", "N", "N", "O"], "coordinates": [[-1.09439, -0.64523, -1.34730], [-0.39543, 0.73785, -0.01891], [1.00981, 1.29397, 1.43183], [0.46182, -0.31486, 0.05716], [-2.05912, -1.19339, -1.80912], [1.69206, 1.53503, 2.31860], [0.34470, -2.35455, -0.64925], [-1.31828, 0.49896, -0.92875], [0.04744, 1.77948, 0.76390], [-0.02103, -1.30911, -0.80279], [1.33243, -0.02815, 0.98464]], "mulliken_charge": [-0.264, 0.519, 0.065, 0.398, 0.282, 0.303, 0.337, -0.497, -0.548, -0.173, -0.421], "lumo_ev": 0.547, "homo_lumo_gap_ev": 9.12, "total_charge": 0, "multiplicity": 1}

---

two) {"formula": "C4H3N3O", "method": "ωB97M-V with the def2-TZVPD basis set", "species": ["C", "C", "C", "C", "H", "H", "H", "N", "N", "N", "O"], "coordinates": [[-1.51755, 0.50172, -0.23376], [0.50750, 0.10395, 0.21304], [1.95289, 0.15421, 0.07471], [3.11669, -0.16393, -0.55164], [-3.54007, 0.54928, -0.33279], [0.02312, -1.62473, 1.35178], [4.22655, -0.34485, -0.63743], [-1.58995, -0.45567, 0.53789], [-0.36426, -0.65134, 0.86721], [-0.21751, 0.79428, -0.69677], [-2.59742, 1.13708, -0.59223]], "mulliken_charge": [0.600, 0.580, -0.363, -0.277, 0.423, 0.336, 0.332, -0.728, 0.188, -0.513, -0.579], "lumo_ev": -0.017, "homo_lumo_gap_ev": 9.18, "total_charge": 0, "multiplicity": 1}

---

Most favorable first, least favorable last: one), two)

---

one) {"formula": "C6H9NO2", "method": "ωB97M-V with the def2-TZVPD basis set", "species": ["C", "C", "O", "O", "H", "H", "H", "H", "C", "C", "C", "C", "N", "H", "H", "H", "H", "H"], "coordinates": [[1.10735, -2.80587, 0.95488], [0.69174, -0.45125, 1.41309], [1.49169, -1.44178, 0.77829], [-0.43208, -0.63887, 1.76132], [1.30730, 0.45870, 1.40158], [0.64170, -3.14682, 0.02897], [2.00325, -3.37279, 1.19714], [0.44950, -2.95114, 1.81474], [-0.93587, 2.16204, 0.06285], [-0.59799, 1.22191, -1.05693], [-1.51412, 0.82393, -1.94930], [0.77797, 0.77484, -1.18061], [1.84910, 0.75087, -1.61856], [-0.16069, 2.89611, 0.28196], [-1.89200, 2.65127, -0.11576], [-0.99553, 1.58757, 0.98826], [-2.53654, 1.16454, -1.89730], [-1.25477, 0.31674, -2.86461]], "mulliken_charge": [-0.638, 0.063, -0.276, -0.516, 0.520, 0.249, 0.250, 0.303, -1.205, 1.030, -0.965, 0.096, -0.478, 0.315, 0.399, 0.241, 0.292, 0.322], "lumo_ev": 0.447, "homo_lumo_gap_ev": 10.46, "total_charge": 0, "multiplicity": 1, "smiles": "C=C(C)C#N.COC=O"}

---

two) {"formula": "C6H9NO2", "method": "ωB97M-V with the def2-TZVPD basis set", "species": ["C", "C", "C", "C", "N", "C", "C", "O", "O", "H", "H", "H", "H", "H", "H", "H", "H", "H"], "coordinates": [[1.29814, 1.62060, -0.38026], [-1.09227, -0.37253, -0.38663], [0.78604, -0.76808, -0.01657], [0.62220, 0.54503, 0.39499], [-1.77344, -1.45724, 0.23290], [-0.73837, 0.80368, 0.86102], [1.53019, -1.84775, -0.04227], [-1.29222, 2.03177, 0.57581], [-1.45388, 0.10467, -1.46222], [-1.63443, 1.96630, -0.33758], [-1.30101, -1.82306, 1.04903], [-1.91572, -2.19432, -0.45062], [-1.03272, 0.40220, 1.82795], [0.74077, 1.73548, -1.32059], [2.32538, 1.34498, -0.61260], [1.25075, 2.56395, 0.16279], [2.35983, -2.00110, 0.64029], [1.32075, -2.65459, -0.73545]], "mulliken_charge": [-1.233, 0.649, -0.020, 0.937, -0.522, -0.536, -0.834, -0.544, -0.712, 0.369, 0.298, 0.264, 0.353, 0.287, 0.405, 0.296, 0.272, 0.271], "lumo_ev": [-0.358, -0.358], "homo_lumo_gap_ev": [7.92, 7.92], "total_charge": 0, "multiplicity": 1}

---

Most favorable first, least favorable last: one), two)

---

one) {"formula": "C6H9NO2", "method": "ωB97M-V with the def2-TZVPD basis set", "species": ["C", "C", "N", "O", "H", "H", "H", "H", "H", "C", "C", "C", "C", "O", "H", "H", "H", "H"], "coordinates": [[0.18268, -1.75205, -1.45490], [0.70618, -1.23449, -0.13464], [1.23530, 0.21369, -0.29808], [1.23098, -1.90936, 0.72514], [1.60210, 0.45939, -1.21443], [1.90883, 0.39052, 0.44376], [-0.35685, -0.98088, -2.00356], [1.03686, -2.08270, -2.05365], [-0.47869, -2.59237, -1.25219], [-0.09471, 2.11477, 1.04164], [-0.27800, 1.17599, -0.13042], [-1.10812, -0.29323, 0.56538], [-1.98417, -0.78790, 1.24488], [-0.75302, 1.52830, -1.19551], [0.71521, 2.80283, 0.77896], [-1.01076, 2.68845, 1.16967], [0.15656, 1.59305, 1.96419], [-2.71040, -1.33400, 1.80373]], "mulliken_charge": [-1.060, 0.594, -0.381, -0.550, 0.320, 0.323, 0.366, 0.343, 0.314, -1.331, 0.971, -0.559, -0.267, -0.611, 0.363, 0.342, 0.366, 0.457], "lumo_ev": 0.111, "homo_lumo_gap_ev": 9.62, "total_charge": 0, "multiplicity": 1, "smiles": "C#C[C@](C)([O-])[NH2+]C(C)=O"}

---

two) {"formula": "C6H9NO2", "method": "ωB97M-V with the def2-TZVPD basis set", "species": ["C", "C", "C", "C", "C", "C", "H", "H", "H", "H", "H", "H", "H", "H", "H", "N", "O", "O"], "coordinates": [[-1.40172, 1.52272, 0.86128], [-1.02309, 1.49483, -0.66803], [-0.70358, 0.08288, -1.10779], [0.58703, -0.49753, -0.30657], [2.73532, -0.96175, -0.06226], [0.73855, -1.51864, 0.47863], [-1.46401, 2.60690, 1.21514], [-2.55606, 1.11500, 0.94942], [-0.71901, 1.05392, 1.59652], [-0.10526, 2.07543, -0.86241], [-1.85267, 1.88258, -1.32834], [-1.52508, -0.56297, -0.67831], [-0.62111, -0.11646, -2.16112], [3.80467, -0.86902, -0.24979], [0.27130, -2.95841, 1.39807], [2.09367, -1.79766, 0.74982], [1.95372, -0.24632, -0.81480], [-0.21267, -2.30550, 0.99055]], "mulliken_charge": [-0.993, -0.373, -0.656, 0.042, -0.017, 0.731, 0.327, 0.231, 0.305, 0.307, 0.293, 0.230, 0.367, 0.379, 0.359, -0.708, -0.353, -0.472], "lumo_ev": 0.930, "homo_lumo_gap_ev": 9.89, "total_charge": 0, "multiplicity": 1, "smiles": "CCCc1ocnc1O"}

---

Most favorable first, least favorable last: two), one)